Record 1
Density functional theory data (ωB97M-V/def2-TZVPD) for a molecular structure, C28H52O20S in a non-equilibrium geometry.

Geometry as XYZ:
```
101
Properties=species:S:1:pos:R:3:lowdin_charge:R:1
C 1.443 0.404 3.432 -0.02
C 1.091 -0.427 2.337 -0.14
C 0.362 0.133 1.025 -0.10
C -0.306 1.535 1.260 -0.29
O -0.519 2.403 0.087 -0.18
S -1.361 3.677 0.837 0.82
O -0.288 4.658 1.115 -0.26
O -2.499 4.037 -0.039 -0.26
O -1.925 2.955 2.267 -0.15
C -1.745 1.554 1.934 -0.30
C -2.150 0.430 2.972 -0.03
C -3.735 0.065 2.538 -0.24
C -4.573 -0.787 3.689 -0.02
O -4.791 0.724 3.346 -0.11
H 1.040 0.302 4.475 0.07
H 2.135 1.271 3.212 0.07
H 1.361 -1.520 2.430 0.10
H 1.159 0.145 0.215 0.12
H -0.423 -0.645 0.756 0.13
H 0.271 2.255 1.935 0.14
H -2.445 1.372 1.055 0.14
H -1.587 -0.537 2.860 0.11
H -2.228 0.773 4.040 0.13
H -3.940 -0.193 1.415 0.16
H -3.651 -0.950 4.307 0.08
H -5.027 -1.485 2.940 0.10
C 1.883 -5.325 -3.531 -0.06
C 1.118 -4.033 -3.322 -0.22
O 1.811 -3.172 -2.410 0.03
C 2.817 -2.465 -2.939 -0.60
O 3.173 -2.487 -4.088 0.13
O 3.375 -1.740 -1.959 -0.01
C 4.510 -0.982 -2.376 -0.04
H 2.104 -5.800 -2.572 0.08
H 1.308 -6.019 -4.146 0.08
H 2.840 -5.140 -4.022 0.08
H 0.148 -4.251 -2.872 0.12
H 0.925 -3.523 -4.269 0.12
H 4.277 -0.364 -3.244 0.10
H 5.346 -1.649 -2.593 0.10
H 4.792 -0.327 -1.552 0.09
C -8.819 4.574 -2.687 -0.07
C -8.048 5.324 -3.755 -0.22
O -6.839 5.873 -3.220 0.03
C -5.815 5.015 -3.114 -0.60
O -5.828 3.853 -3.432 0.12
O -4.781 5.669 -2.575 0.02
C -3.632 4.849 -2.346 -0.05
H -8.983 5.210 -1.814 0.08
H -9.785 4.241 -3.070 0.08
H -8.264 3.698 -2.343 0.08
H -8.643 6.166 -4.112 0.12
H -7.838 4.689 -4.619 0.12
H -3.338 4.318 -3.253 0.10
H -3.832 4.149 -1.542 0.07
H -2.812 5.499 -2.046 0.09
C -0.268 10.720 -2.567 -0.07
C -0.104 9.532 -3.495 -0.22
O 0.926 8.656 -3.023 0.03
C 0.562 7.816 -2.045 -0.60
O -0.533 7.734 -1.552 0.13
O 1.634 7.092 -1.699 0.01
C 1.397 6.193 -0.615 -0.05
H 0.689 11.223 -2.414 0.08
H -0.983 11.435 -2.979 0.08
H -0.624 10.405 -1.585 0.08
H 0.209 9.879 -4.481 0.12
H -1.044 8.992 -3.626 0.12
H 0.535 5.558 -0.809 0.07
H 1.261 6.753 0.312 0.10
H 2.276 5.557 -0.511 0.10
C 8.179 -8.350 -3.212 -0.07
C 7.464 -7.646 -2.076 -0.22
O 6.045 -7.664 -2.278 0.03
C 5.430 -8.801 -1.931 -0.60
O 5.955 -9.780 -1.468 0.12
O 4.126 -8.667 -2.208 0.00
C 3.356 -9.839 -1.943 -0.05
H 7.875 -7.933 -4.174 0.08
H 9.261 -8.250 -3.107 0.08
H 7.932 -9.413 -3.232 0.08
H 7.762 -6.596 -2.051 0.12
H 7.724 -8.078 -1.107 0.12
H 3.513 -10.194 -0.924 0.10
H 3.606 -10.620 -2.664 0.10
H 2.305 -9.580 -2.061 0.09
C 1.260 -4.547 5.936 -0.06
C 1.351 -3.034 5.943 -0.22
O 0.065 -2.445 5.711 0.02
C -0.740 -2.380 6.780 -0.60
O -0.477 -2.757 7.891 0.13
O -1.901 -1.835 6.390 -0.02
C -2.884 -1.762 7.425 -0.04
H 0.783 -4.899 5.017 0.08
H 2.253 -4.994 6.013 0.08
H 0.653 -4.908 6.768 0.08
H 1.998 -2.702 5.129 0.12
H 1.787 -2.662 6.873 0.13
H -2.491 -1.263 8.311 0.10
H -3.238 -2.763 7.674 0.10
H -3.724 -1.180 7.047 0.09
```

Results
HOMO-LUMO gap = 8.465 eV
total charge = 0
electronic energy = -81656.6486 eV

---

Record 2
Density functional theory data (ωB97M-V/def2-TZVPD) for 2 unconnected molecules or ions with the total composition CH7N2 in a non-equilibrium geometry.

Geometry as XYZ:
```
10
Properties=species:S:1:pos:R:3:lowdin_charge:R:1
N -1.246 -1.038 0.902 0.04
H -1.107 -1.934 1.355 0.07
H -1.811 -0.468 1.524 0.07
H -0.433 0.104 0.163 0.06
H -1.846 -1.289 0.112 0.08
C 1.348 0.444 -0.826 0.13
N 0.266 0.834 -0.283 0.15
H 1.907 1.198 -1.371 0.12
H 1.748 -0.541 -0.603 0.12
H 0.188 1.830 -0.101 0.15
```

Results
HOMO-LUMO gap = 10.918 eV
total charge = +1
energy above the lowest of the compared OMol25 structures with the same formula, charge and spin = 0.459 eV
electronic energy = -4123.4537 eV

---

Record 3
Density functional theory data (ωB97M-V/def2-TZVPD) for a single C4H7NO2 molecule.

Geometry as XYZ:
```
14
Properties=species:S:1:pos:R:3:lowdin_charge:R:1
C -0.954 1.353 0.243 -0.05
C 0.170 0.377 -0.082 -0.27
C 1.292 0.462 0.946 -0.22
O 1.378 1.333 1.774 0.07
C -0.311 -1.076 -0.105 -0.53
N 0.091 -1.811 -1.180 0.17
O -0.955 -1.547 0.813 0.07
H -1.461 1.038 1.159 0.09
H -0.543 2.352 0.405 0.08
H -1.689 1.391 -0.566 0.09
H 0.633 0.624 -1.050 0.14
H 2.059 -0.337 0.877 0.13
H 0.511 -1.390 -1.992 0.10
H -0.221 -2.769 -1.242 0.11
```

Results
HOMO-LUMO gap = 10.698 eV
SMILES = C[C@@H](C=O)C(N)=O
total charge = 0
energy above the lowest of the compared OMol25 structures with the same formula, charge and spin = 0.477 eV
electronic energy = -9846.8028 eV

---

Record 4
Density functional theory data (ωB97M-V/def2-TZVPD) for a single C5H7N molecule.

Geometry as XYZ:
```
13
Properties=species:S:1:pos:R:3:lowdin_charge:R:1
C -1.293 2.140 0.604 0.12
C -0.791 1.354 -0.159 -0.11
C -0.240 0.383 -1.080 -0.30
N -0.741 -1.000 -1.044 0.06
C 0.614 -0.733 -0.581 -0.34
C 0.990 -0.860 0.873 -0.06
H -1.747 2.840 1.270 0.03
H -0.065 0.761 -2.086 0.13
H -1.370 -1.109 -0.250 0.10
H 1.367 -1.094 -1.279 0.13
H 0.282 -0.324 1.514 0.07
H 1.008 -1.915 1.171 0.08
H 1.987 -0.441 1.046 0.08
```

Results
HOMO-LUMO gap = 10.392 eV
SMILES = C#C[C@@H]1N[C@@H]1C
total charge = 0
energy above the lowest of the compared OMol25 structures with the same formula, charge and spin = 2.814 eV
electronic energy = -6785.6985 eV